Density functional theory data (ωB97M-V with the def2-TZVPD basis set) for a cluster of 7 separate species, C30H73N7O4 in total at a distorted geometry.

Each line ends with the Löwdin charge.
Positions of all 114 atoms, in Å:
C: 3.1920 -6.5596 3.0713  -0.09
C: 1.7863 -7.2272 3.1593  -0.21
N: 1.7182 -8.4101 2.2492  -0.21
C: 1.7300 -8.0407 0.8308  -0.22
C: 0.2694 -7.5979 0.3309  -0.07
C: 2.6353 -9.4881 2.6467  -0.25
C: 2.2858 -9.9478 4.0961  -0.09
H: 3.2764 -5.9175 3.9481  0.06
H: 3.2018 -5.9357 2.1776  0.06
H: 4.1361 -7.0835 3.2208  0.07
H: 1.4584 -7.4679 4.1705  0.10
H: 1.0211 -6.5132 2.8546  0.10
H: 2.4789 -7.2591 0.7025  0.09
H: 1.9303 -8.8687 0.1508  0.10
H: -0.3089 -8.4234 -0.0841  0.06
H: -0.3157 -7.2493 1.1819  0.05
H: 0.2496 -6.8711 -0.4812  0.06
H: 3.6781 -9.1779 2.5797  0.09
H: 2.6653 -10.3596 1.9927  0.11
H: 1.2887 -10.3562 4.2608  0.07
H: 2.5367 -9.1607 4.8072  0.06
H: 2.9089 -10.7886 4.4011  0.06
C: -2.5525 -1.8258 -0.5449  -0.11
C: -1.2404 -1.5113 -1.2051  -0.27
N: -0.5976 -0.2093 -1.2772  -0.17
C: -1.3152 0.6802 -2.2063  -0.27
C: -0.4790 1.9471 -2.3613  -0.11
C: -0.4318 0.4303 0.0165  -0.28
C: 0.3429 -0.2883 1.1021  -0.08
H: -3.4550 -1.3869 -0.9702  0.07
H: -2.7506 -1.6935 0.5188  0.06
H: -2.7984 -2.8584 -0.7927  0.07
H: -0.4526 -2.1941 -0.8869  0.11
H: -1.5032 -1.8900 -2.1928  0.11
H: -1.3647 0.3141 -3.2318  0.11
H: -2.3581 0.9184 -1.9974  0.11
H: -0.9992 2.3727 -3.2194  0.07
H: -0.5423 2.6503 -1.5309  0.06
H: 0.5688 1.6838 -2.5059  0.08
H: -1.4058 0.6627 0.4471  0.11
H: 0.0268 1.4145 -0.0793  0.09
H: 0.6847 0.4369 1.8405  0.08
H: 1.1903 -0.8189 0.6680  0.07
H: -0.2507 -1.0770 1.5645  0.06
C: -6.3985 2.1871 5.5588  -0.09
C: -5.0111 2.8408 5.6694  -0.29
N: -5.1404 4.2492 5.8465  -0.16
C: -5.3682 5.0511 4.5880  -0.20
C: -4.3748 4.6877 3.4593  -0.11
C: -3.9964 4.8908 6.5538  -0.27
C: -4.3179 5.1507 8.0265  -0.10
H: -7.1445 2.6256 6.2216  0.07
H: -6.4125 1.1056 5.6940  0.07
H: -6.7355 2.3674 4.5380  0.06
H: -4.6313 2.3463 6.5634  0.11
H: -4.3528 2.5053 4.8680  0.10
H: -6.3803 5.0828 4.1847  0.11
H: -5.1367 6.0948 4.8003  0.10
H: -4.5175 3.7582 2.9082  0.06
H: -4.2812 5.4733 2.7096  0.07
H: -3.3695 4.3898 3.7572  0.07
H: -3.7398 5.9148 6.2825  0.10
H: -2.9764 4.5088 6.5102  0.11
H: -3.4312 5.2846 8.6463  0.07
H: -4.7896 4.3348 8.5742  0.06
H: -4.9622 6.0299 8.0242  0.07
C: 5.6076 4.4212 -2.5234  0.00
C: 5.6498 2.8910 -2.6348  -0.66
O: 5.7922 2.4712 -3.7145  0.08
N: 5.5651 2.2068 -1.5465  0.02
C: 5.4054 0.7492 -1.6233  -0.04
H: 4.8199 4.9196 -3.0884  0.08
H: 6.4283 4.9414 -3.0173  0.08
H: 5.5473 4.8002 -1.5032  0.06
H: 5.4666 2.6676 -0.6532  0.14
H: 6.1042 0.3793 -0.8730  0.08
H: 5.6500 0.3643 -2.6133  0.08
H: 4.3639 0.5282 -1.3897  0.08
C: -4.2561 -4.9271 -7.4309  -0.01
C: -4.5052 -6.1349 -6.5040  -0.56
O: -3.6121 -6.4374 -5.7149  0.03
N: -5.6195 -6.8418 -6.6523  -0.01
C: -5.7967 -8.1946 -6.1360  -0.06
H: -4.5881 -4.0429 -6.8868  0.08
H: -4.9507 -4.9122 -8.2707  0.06
H: -3.2631 -4.8470 -7.8732  0.08
H: -6.4048 -6.4370 -7.1418  0.14
H: -5.4847 -8.4222 -5.1167  0.09
H: -5.3578 -8.8498 -6.8885  0.09
H: -6.8756 -8.3373 -6.1971  0.08
C: 5.6177 4.7524 -9.1748  -0.01
C: 4.1715 4.6262 -9.3731  -0.60
O: 3.4964 5.2260 -10.1789  0.04
N: 3.5420 3.6690 -8.6467  0.00
C: 2.0647 3.4844 -8.7387  -0.06
H: 6.1471 4.2375 -9.9765  0.09
H: 5.9693 4.4511 -8.1880  0.08
H: 5.8768 5.8021 -9.3130  0.09
H: 4.0683 3.0269 -8.0716  0.13
H: 1.6510 2.6524 -8.1688  0.08
H: 1.7234 3.3427 -9.7641  0.08
H: 1.6770 4.4084 -8.3098  0.08
C: 1.3899 7.7624 3.5088  -0.02
C: 2.5095 6.9582 4.0849  -0.55
O: 2.8034 5.9056 3.5689  0.05
N: 3.0405 7.4198 5.2840  0.00
C: 4.2357 6.9080 5.9835  -0.07
H: 1.5886 8.8341 3.5189  0.08
H: 0.3806 7.4822 3.8102  0.09
H: 1.3334 7.6069 2.4314  0.08
H: 2.6205 8.2368 5.7037  0.12
H: 5.0885 7.5842 5.9231  0.07
H: 4.5344 5.9281 5.6113  0.08
H: 4.1130 6.8053 7.0617  0.07

Cartesian forces (eV/Å) of the 3 atoms listed first:
C -0.82 1.11 1.24
C 1.05 -0.96 -1.19
N -0.67 -0.74 0.11

E, eV: -50911.1682
Orbital gap, hartree: 0.307
SMILES: CCN(CC)CC.CCN(CC)CC.CCN(CC)CC.CNC(C)=O.CNC(C)=O.CNC(C)=O.CNC(C)=O
E_HOMO, eV: -7.98
Energy above the lowest of the compared OMol25 structures with the same formula, charge and spin, kcal per mole: 119.76

=====

Density functional theory data (ωB97M-V with the def2-TZVPD basis set) for an isolated molecule of C5H8 at a distorted geometry.

Each line ends with the natural charge from an NBO analysis.
Positions of all 13 atoms, in Å:
C: -0.6032 -0.7448 0.8066  -0.39
C: 0.4176 0.3902 0.7355  -0.20
C: 1.0533 -0.3585 -0.5246  -0.39
C: -0.4712 -0.3638 -0.6933  -0.20
C: -0.4924 1.1241 -0.2488  -0.39
H: -1.5642 -0.5209 1.2806  0.20
H: -0.2280 -1.7261 1.1110  0.20
H: 1.2077 0.7138 1.3920  0.21
H: 1.5486 -1.3308 -0.3545  0.19
H: 1.6407 0.2425 -1.2412  0.19
H: -1.0231 -0.7984 -1.5219  0.19
H: -0.0159 1.8537 -0.9100  0.20
H: -1.4447 1.4996 0.1388  0.20

Cartesian forces (eV/Å) of the 3 atoms listed first:
C -0.14 -0.25 0.08
C 2.24 -0.57 -0.78
C -0.25 0.03 0.03

E, eV: -5312.2026
Orbital gap, hartree: 0.416
E_HOMO, eV: -10.11
Energy above the lowest of the compared OMol25 structures with the same formula, charge and spin, kcal per mole: 45.30

=====

Density functional theory data (ωB97M-V with the def2-TZVPD basis set) for an isolated molecule of H3OPS2 at a distorted geometry.

Each line ends with the natural charge from an NBO analysis.
Positions of all 7 atoms, in Å:
O: -0.1920 0.9452 -0.9307  -1.00
P: -0.9094 0.1214 0.2036  1.18
S: -2.9136 0.2533 0.0336  -0.56
S: -0.3480 -1.9383 -0.0258  -0.26
H: -0.4815 1.8726 -0.9443  0.52
H: 0.0042 0.4514 1.2381  -0.04
H: -1.5531 -2.0053 -0.4778  0.16

Cartesian forces (eV/Å) of the 3 atoms listed first:
O 0.73 0.78 -0.96
P -1.55 -1.54 0.08
S 2.13 0.19 0.84

E, eV: -33056.1570
Orbital gap, hartree: 0.348
SMILES: O[P@@H](=S)S
E_HOMO, eV: -9.17
Energy above the lowest of the compared OMol25 structures with the same formula, charge and spin, kcal per mole: 12.97

=====

Density functional theory data (ωB97M-V with the def2-TZVPD basis set) for an isolated molecule of C14H17N3O4 at a distorted geometry.

Each line ends with the natural charge from an NBO analysis.
Positions of all 38 atoms, in Å:
N: 1.5589 1.9426 -0.6159  -0.81
C: 0.6057 1.8400 0.3444  0.37
N: -0.0679 0.7866 0.6136  -0.20
O: 0.2789 -0.3585 -0.1472  -0.41
C: -0.2632 -1.5050 0.3135  0.81
O: -0.9081 -1.6037 1.3163  -0.57
C: 0.0591 -2.6248 -0.6562  -0.31
C: 0.2212 -3.9565 0.0892  -0.40
C: -0.2309 -5.1443 -0.7656  -0.40
C: 0.0913 -4.8884 -2.2337  -0.40
C: -0.7528 -3.7250 -2.7693  -0.40
C: -1.0943 -2.7196 -1.6639  -0.39
H: -1.9917 -3.0299 -1.1272  0.21
H: -1.2924 -1.7391 -2.1011  0.22
H: -0.2083 -3.2223 -3.5708  0.20
H: -1.6829 -4.1051 -3.1947  0.21
H: -0.0975 -5.7854 -2.8252  0.21
H: 1.1541 -4.6546 -2.3244  0.19
H: -1.3051 -5.3010 -0.6592  0.20
H: 0.2689 -6.0509 -0.4215  0.21
H: -0.3688 -3.9146 1.0065  0.23
H: 1.2683 -4.0810 0.3718  0.20
H: 0.9712 -2.3574 -1.1970  0.21
C: 0.2488 3.0333 1.1336  -0.09
C: 0.5822 4.3116 0.7068  -0.20
C: 0.2285 5.4041 1.4879  0.08
C: -0.4591 5.2512 2.6845  -0.19
C: -0.7998 3.9750 3.0984  -0.21
C: -0.4493 2.8765 2.3339  -0.12
H: -0.7105 1.8762 2.6394  0.25
H: -1.3387 3.8374 4.0226  0.23
H: -0.7147 6.1255 3.2632  0.25
N: 0.5910 6.7269 1.0387  0.52
O: 0.2148 7.6694 1.6997  -0.37
O: 1.2565 6.8126 0.0279  -0.38
H: 1.0878 4.4952 -0.2294  0.24
H: 2.2037 2.7119 -0.6197  0.40
H: 1.8449 1.0913 -1.0700  0.41

Cartesian forces (eV/Å) of the 3 atoms listed first:
N 0.14 -0.10 -0.27
C 0.24 -0.69 -0.57
N -0.84 -0.48 0.65

E, eV: -27450.9510
Orbital gap, hartree: 0.316
SMILES: N/C(=N\OC(=O)C1CCCCC1)c1cccc([N+](=O)[O-])c1
E_HOMO, eV: -9.28
Energy above the lowest of the compared OMol25 structures with the same formula, charge and spin, kcal per mole: 123.75

=====

Density functional theory data (ωB97M-V with the def2-TZVPD basis set) for an isolated molecule of C15H20N6O2S at a distorted geometry.

Each line ends with the natural charge from an NBO analysis.
Positions of all 44 atoms, in Å:
C: -3.7151 -2.3021 -5.6785  -0.61
H: -4.6949 -1.8403 -5.7708  0.21
H: -3.3486 -2.5333 -6.6762  0.20
C: -2.7514 -1.3688 -4.9579  -0.40
H: -3.1370 -1.1363 -3.9634  0.20
H: -2.6607 -0.4314 -5.5118  0.19
C: -1.3668 -2.0037 -4.8154  -0.22
N: -0.4371 -1.1225 -4.1492  -0.63
C: -0.0596 -1.3163 -2.8787  0.79
O: -0.3454 -2.2627 -2.1839  -0.64
N: 0.7757 -0.2991 -2.3410  -0.68
C: 1.0590 0.9148 -2.8616  0.68
O: 0.7108 1.3075 -3.9583  -0.62
C: 1.8694 1.8049 -1.9307  -0.61
H: 2.6802 1.2616 -1.4488  0.26
H: 2.2414 2.6642 -2.4875  0.26
S: 0.8166 2.4952 -0.6110  0.29
C: 0.9133 1.1967 0.5377  0.18
N: 1.5059 0.0434 0.3442  -0.36
N: 1.3753 -0.6710 1.4658  -0.24
C: 0.7162 0.0416 2.3385  0.30
N: 0.3970 1.2659 1.7965  -0.36
C: -0.4623 2.3093 2.2961  -0.22
C: -1.8752 2.1636 1.7385  -0.62
H: -2.2971 1.2017 2.0229  0.22
H: -2.5069 2.9533 2.1342  0.22
H: -1.8656 2.2366 0.6536  0.22
H: -0.4842 2.2494 3.3851  0.22
H: -0.0351 3.2704 1.9941  0.22
C: 0.3953 -0.4175 3.6817  -0.04
C: -0.0915 -1.7116 3.8576  -0.22
C: -0.3776 -2.1365 5.1443  0.04
N: -0.2119 -1.3800 6.2163  -0.41
C: 0.2721 -0.1625 6.0495  0.04
C: 0.5971 0.3713 4.8125  -0.25
H: 1.0282 1.3587 4.7409  0.22
H: 0.4091 0.4148 6.9546  0.20
H: -0.7609 -3.1309 5.3295  0.20
H: -0.2341 -2.3534 3.0036  0.24
H: 1.1140 -0.5035 -1.3910  0.45
H: -0.1978 -0.2392 -4.5877  0.43
H: -1.4309 -2.9156 -4.2174  0.23
H: -0.9677 -2.2525 -5.8039  0.19
H: -3.8237 -3.2337 -5.1285  0.20

Cartesian forces (eV/Å) of the 3 atoms listed first:
C 0.10 0.21 0.10
H -0.11 -0.04 -0.05
H -0.01 -0.07 -0.13

E, eV: -39751.8654
Orbital gap, hartree: 0.340
SMILES: CCCNC(=O)NC(=O)CSc1nnc(-c2ccncc2)n1CC
E_HOMO, eV: -8.94
Energy above the lowest of the compared OMol25 structures with the same formula, charge and spin, kcal per mole: 0.00

=====

Density functional theory data (ωB97M-V with the def2-TZVPD basis set) for a structure of composition C5H14N2O at a distorted geometry.

Each line ends with the natural charge from an NBO analysis.
Positions of all 22 atoms, in Å:
C: -1.0492 -0.0086 -0.2115  0.20
C: 0.2351 1.7177 1.6515  -0.44
C: -0.2084 -1.6212 -1.8262  -0.41
C: 1.9065 0.1424 0.0112  -0.38
C: -1.4854 -1.0819 0.7709  -0.69
N: 0.3726 1.0629 0.3613  -0.05
N: -0.4022 -0.2749 -1.3826  -0.75
O: 0.3680 2.0721 -0.6463  -0.61
H: 0.1028 1.5029 -1.4186  0.51
H: -1.8625 0.7183 -0.3473  0.17
H: 0.3579 0.9661 2.4293  0.21
H: -0.7513 2.1780 1.7360  0.22
H: 0.9977 2.4918 1.7554  0.21
H: -1.1536 -2.1801 -1.8975  0.16
H: 0.2213 -1.5964 -2.8293  0.20
H: 2.2645 0.4616 -0.9583  0.22
H: 1.9261 -0.9280 0.1786  0.21
H: 2.5249 0.6368 0.7613  0.19
H: 0.4581 -2.1823 -1.1508  0.14
H: -0.6215 -1.5826 1.2095  0.21
H: -2.0826 -1.8313 0.2510  0.24
H: -2.1188 -0.6634 1.5523  0.21

Cartesian forces (eV/Å) of the 3 atoms listed first:
C 0.87 -1.20 -2.73
C 0.87 0.22 -0.01
C 0.11 0.03 0.50

E, eV: -10434.4243
Orbital gap, hartree: 0.281
E_HOMO, eV: -6.86
Energy above the lowest of the compared OMol25 structures with the same formula, charge and spin, kcal per mole: 152.28

=====

- Which of these has the highest E_HOMO?
  C5H14N2O

=====

- The lowest orbital gap belongs to which entry?
  C5H14N2O